Below is a structure of composition C32H46BN10O3PReSiTe, with properties calculated with wB97M-V/def2-TZVPD.

Computed properties:
HOMO-LUMO gap (spin up / spin down): 0.2636 / 0.2352 Ha
Highest occupied orbital energy (spin up / spin down): -7.7 / -7.6 eV
E_LUMO (spin up / spin down): -0.5 / -1.2 eV
Molar mass: 1002.47 g/mol
Charge: 0
Strongest force on any atom: 0.53 eV/A
Spin multiplicity: 2

Last column: Mulliken spin population.
Cartesian coordinates (Å):
Re -0.2327 -0.1483 0.2842  0.09
C -1.8689 -1.0175 -2.7332  -0.01
C -1.5597 -2.1129 -1.7828  0.02
C -1.8574 -3.4663 -1.9277  0.01
C -1.3622 -4.0905 -0.7964  0.03
C -1.4132 -5.5294 -0.4083  0.00
N -0.8083 -3.1482 -0.0263  0.04
N -0.9085 -1.9288 -0.6206  -0.14
B -0.0561 -3.2410 1.2919  -0.05
N 1.3479 -2.6175 1.1105  0.00
N 1.4799 -1.3322 0.6721  0.05
C 2.7718 -0.9999 0.8018  -0.07
C 3.2898 0.3628 0.5121  0.02
C 3.4816 -2.0989 1.2789  -0.01
C 2.5425 -3.0994 1.4718  -0.01
C 2.7327 -4.4750 2.0158  0.00
N -0.7740 -2.3825 2.3553  0.01
N -0.6162 -1.0262 2.2972  0.01
C -0.9288 -0.5500 3.5050  0.00
C -0.7264 0.8661 3.9110  0.00
C -1.3463 -1.6005 4.3282  0.00
C -1.2180 -2.7449 3.5698  -0.01
C -1.4907 -4.1642 3.9379  0.00
H -2.4899 -1.3943 -3.5440  0.00
H -0.9532 -0.6046 -3.1512  0.01
H -2.3974 -0.2048 -2.2361  0.01
H -2.3669 -3.9272 -2.7561  0.00
H -1.8850 -6.1036 -1.2027  0.00
H -1.9899 -5.6694 0.5067  0.00
H -0.4154 -5.9326 -0.2358  0.00
H 0.0392 -4.3771 1.6467  0.00
H 2.8229 0.7564 -0.3852  0.00
H 4.3698 0.3282 0.3743  0.00
H 3.0771 1.0423 1.3409  0.00
H 4.5388 -2.1518 1.4746  0.00
H 3.7864 -4.6370 2.2329  0.00
H 2.4039 -5.2351 1.3072  0.00
H 2.1659 -4.6123 2.9370  0.00
H 0.3229 1.0393 4.1574  0.00
H -1.3200 1.0925 4.7963  0.00
H -1.0020 1.5549 3.1234  0.00
H -1.6661 -1.5286 5.3538  0.00
H -1.8630 -4.2109 4.9591  0.00
H -0.5917 -4.7773 3.8697  0.00
H -2.2401 -4.6025 3.2778  0.00
N -0.9622 1.6481 0.5653  0.08
C -0.8260 1.5317 -0.7466  -0.10
C -1.0198 2.4570 -1.7517  -0.01
C -1.2691 3.8353 -1.4630  0.00
N -1.4553 4.9525 -1.2487  -0.01
C -0.9562 2.1017 -3.1230  0.03
N -0.9980 1.8453 -4.2501  0.02
C 3.7176 3.4996 -1.6562  0.00
C 2.3113 3.1059 -2.0450  0.01
O 2.3125 2.5343 -3.3737  -0.02
P 2.1447 0.9903 -3.6598  0.03
O 1.4652 0.2160 -2.5963  -0.04
Te 1.1279 0.9054 -5.8401  0.97
O 3.6638 0.5285 -3.8652  -0.01
C 3.9391 -0.8824 -3.9724  0.01
C 5.4374 -1.0645 -3.9500  -0.01
H 3.7131 3.9112 -0.6455  0.00
H 4.1088 4.2551 -2.3368  0.00
H 4.3830 2.6361 -1.6831  0.00
H 1.6538 3.9723 -2.0963  0.00
H 1.8763 2.3924 -1.3433  0.00
H 3.5083 -1.2580 -4.9041  0.01
H 3.4581 -1.3994 -3.1389  0.00
H 5.9043 -0.4902 -4.7496  0.00
H 5.6834 -2.1179 -4.0888  0.00
H 5.8526 -0.7332 -2.9982  0.00
C -3.9981 3.7738 2.6494  0.00
Si -3.3377 2.5846 1.3749  0.01
C -3.7910 0.8498 1.8971  0.00
C -4.1124 2.8910 -0.2856  0.00
N -1.5589 2.7101 1.2643  0.03
C -0.6384 3.6440 1.7866  0.01
C -1.0436 4.9583 2.0215  0.00
C -0.1596 5.8847 2.5461  0.00
C 1.1544 5.5371 2.8282  0.00
C 1.5684 4.2410 2.5678  0.00
C 0.6879 3.3008 2.0519  -0.03
H -5.0022 3.4361 2.9182  0.00
H -4.0850 4.7918 2.2697  0.00
H -3.3948 3.7929 3.5584  0.00
H -4.8592 0.7064 1.7144  0.00
H -3.6096 0.6711 2.9573  0.00
H -3.2549 0.0868 1.3287  0.00
H -5.1986 2.8044 -0.1944  0.00
H -3.7820 2.1537 -1.0205  0.00
H -3.8752 3.8822 -0.6726  0.00
H -2.0390 5.2716 1.7472  0.00
H -0.4992 6.8998 2.7077  0.00
H 1.8452 6.2690 3.2243  0.00
H 2.5919 3.9469 2.7677  0.00
H 1.0340 2.2938 1.8648  0.03

=====

Below is a structure of composition C32H46BrN3P2SW, with properties calculated with wB97M-V/def2-TZVPD.

Computed properties:
HOMO-LUMO gap (spin up / spin down): 0.1635 / 0.1576 Ha
Highest occupied orbital energy (spin up / spin down): -18.6 / -18.5 eV
E_LUMO (spin up / spin down): -14.1 / -14.2 eV
Molar mass: 830.50 g/mol
Charge: +4
Strongest force on any atom: 6.02 eV/A
Spin multiplicity: 3

Last column: Mulliken spin population.
Cartesian coordinates (Å):
N 4.7584 0.1604 -5.2046  0.03
C 5.0632 -0.3477 -4.0027  -0.01
C 4.0687 -0.9576 -3.2042  0.02
C 2.7481 -1.0583 -3.7165  0.01
C 2.5079 -0.5715 -5.0092  0.02
C 3.5460 0.0085 -5.7397  -0.01
C 1.6754 -1.6281 -2.9416  0.02
W -0.9552 -0.7281 0.3604  1.75
P -1.5957 0.4144 2.5353  -0.13
C 0.3691 -1.4377 -3.2293  -0.03
C -0.7061 -1.9218 -2.3057  0.10
C -1.9587 -1.3116 -2.2753  -0.03
C -2.6854 -1.2327 -1.0709  0.03
C -2.4292 -2.1438 0.0179  -0.03
C -1.2005 -2.9318 -0.0677  -0.01
C -0.5022 -2.9090 -1.3005  0.06
Br -3.8233 -2.1709 1.5606  0.08
H 1.9865 -2.0868 -1.9887  0.00
H 0.0567 -0.7922 -4.0907  0.00
H 4.3273 -1.2908 -2.1886  0.00
H 1.5070 -0.6369 -5.4157  0.00
H 6.0945 -0.2098 -3.6132  0.00
H 3.3353 0.4092 -6.7282  0.00
H -2.4087 -0.9177 -3.1802  0.00
H 0.1030 -3.7872 -1.4505  0.00
H -3.6239 -0.6697 -1.0570  0.01
H -0.9423 -3.6785 0.7011  0.00
P -0.2689 1.9257 -1.2656  -0.03
C -1.1167 -1.2327 3.2216  0.15
C -2.1481 -1.8064 4.1956  0.03
H -0.1179 -1.1552 3.6924  0.01
H -0.9803 -1.9505 2.3594  -0.06
H -1.8286 -2.8140 4.4784  0.00
H -2.2434 -1.1951 5.0936  0.00
H -3.1283 -1.9137 3.6934  0.00
C -3.0719 1.1366 1.6838  0.10
C -4.1950 1.6119 2.5675  0.02
H -3.4213 0.4215 0.9259  -0.06
H -2.6396 1.9811 1.1267  -0.01
H -5.1240 1.6124 1.9935  0.00
H -4.3576 0.9913 3.4522  0.00
H -4.0148 2.6510 2.8534  0.00
C -1.1258 1.6484 3.7868  0.00
C -1.9630 1.4658 5.0588  -0.01
H -1.2647 2.6626 3.3585  0.00
H -0.0429 1.4923 3.9801  0.00
H -1.7432 2.3088 5.7206  0.00
H -3.0376 1.4853 4.8449  0.00
H -1.6888 0.5463 5.5891  0.00
C 0.5780 3.3569 -0.4607  -0.02
C -0.1492 4.1289 0.6273  0.00
H 0.7992 4.0459 -1.2846  -0.01
H 1.5466 3.0239 -0.0710  0.00
H 0.4209 5.0541 0.8012  0.00
H -1.1603 4.4039 0.3117  0.00
H -0.1901 3.5847 1.5746  0.00
C -1.9188 2.7252 -1.5328  -0.04
C -2.7120 2.0026 -2.5993  0.02
H -1.7275 3.7771 -1.7998  -0.01
H -2.4690 2.6998 -0.5778  -0.01
H -3.6898 2.4832 -2.7076  0.00
H -2.1920 2.0168 -3.5612  0.00
H -2.8743 0.9598 -2.3125  -0.01
C 0.5839 2.0627 -2.8902  -0.03
C 2.0911 2.3105 -2.8330  0.00
H 0.0811 2.8616 -3.4584  -0.01
H 0.3882 1.1156 -3.4067  0.00
H 2.4804 2.3730 -3.8556  0.00
H 2.3349 3.2393 -2.3073  0.00
H 2.6133 1.4901 -2.3282  0.00
N 0.6839 0.7014 0.9062  0.00
C 1.3434 -0.4128 1.3648  -0.01
N 0.9257 -1.5628 0.8563  0.06
C 1.8156 -2.5944 1.2251  0.01
C 1.6735 -3.9477 0.9648  0.00
C 2.5050 -4.7988 1.6890  0.00
C 3.4631 -4.2911 2.5873  0.00
C 3.7133 -2.9142 2.7124  0.00
C 2.8501 -2.0783 2.0292  0.00
S 2.7530 -0.3278 2.2673  0.02
H 0.4158 1.3634 1.6435  -0.02
H 1.3101 1.2349 0.2769  0.03
H 0.9790 -4.2856 0.2182  0.00
H 2.4102 -5.8635 1.5639  0.00
H 4.0504 -4.9471 3.2360  0.00
H 4.4794 -2.4367 3.3255  0.00

=====

Computed energy relative to the best compared isomer or geometry (same formula, charge and spin) (kJ/mol) in order:
247.2, 119.2